[1]
Here is a structure of composition H7O3 from OMol25. Energies are from ωB97M-V with the def2-TZVPD basis set.

The geometry in ORCA input format:
```
! RIJCOSX wB97M-V def2-TZVPD def2/J DEFGRID3
* xyz 1 1
O -1.810 -1.285 -0.039
H -1.483 -2.155 -0.237
H -2.026 -1.242 0.887
O 1.867 1.413 0.818
H 2.727 1.101 1.138
H 1.378 1.627 1.628
O -0.138 0.109 -1.096
H -0.222 1.088 -1.124
H 0.740 -0.142 -1.406
H -1.032 -0.514 -0.570
*
```

The total energy is -229.6319 Eh. The calculation puts the LUMO energy at -3.98 eV. For the HOMO energy, the calculation gives -15.4 eV. The frontier orbital gap is 11.41 eV.

[2]
Here is a cluster of 4 separate species, H7O3S in total from OMol25. Energies are from ωB97M-V with the def2-TZVPD basis set.

The geometry in ORCA input format:
```
! RIJCOSX wB97M-V def2-TZVPD def2/J DEFGRID3
* xyz -1 1
S 0.324 1.790 -0.472
H -0.266 2.684 0.332
H 1.321 -1.023 1.067
H 0.566 -1.095 -0.196
O 1.023 -1.682 0.425
H -0.358 0.477 -1.958
H 0.561 -0.533 -2.667
O -0.374 -0.311 -2.571
H -1.069 -0.838 1.761
H -0.704 0.645 1.887
O -1.023 -0.114 2.393
*
```

The total energy is -628.1670 Eh. The calculation puts the LUMO energy at 4.07 eV. For the HOMO energy, the calculation gives -3.8 eV. The frontier orbital gap is 7.86 eV.

[3]
Here is a cluster of 4 separate species, H7O4 in total from OMol25. Energies are from ωB97M-V with the def2-TZVPD basis set.

The geometry in ORCA input format:
```
! RIJCOSX wB97M-V def2-TZVPD def2/J DEFGRID3
* xyz -1 1
O 0.288 0.261 0.325
H 0.819 -0.535 0.289
O -2.184 -2.541 1.402
H -2.398 -1.769 0.868
H -1.334 -2.298 1.780
O 0.887 2.812 0.393
H 0.494 1.866 0.356
H 0.899 2.909 1.349
O 1.009 -0.461 -2.187
H 0.787 0.111 -1.387
H 0.103 -0.658 -2.471
*
```

The total energy is -305.1821 Eh. The calculation puts the LUMO energy at 4.40 eV. For the HOMO energy, the calculation gives -4.1 eV. The frontier orbital gap is 8.47 eV.

[4]
Here is a structure of composition H80O40 from OMol25. Energies are from ωB97M-V with the def2-TZVPD basis set.

The geometry in ORCA input format:
```
! RIJCOSX wB97M-V def2-TZVPD def2/J DEFGRID3
* xyz -1 2
H -1.943 2.874 3.986
H -0.940 3.273 4.832
O -1.390 3.659 3.989
H 5.419 0.544 2.960
H 5.710 2.036 2.250
O 5.737 1.404 2.919
H -2.377 0.044 -3.453
H -2.712 -0.179 -4.935
O -2.198 -0.535 -4.175
H 0.945 -3.953 -2.092
H 0.318 -2.919 -1.057
O 0.955 -3.590 -1.240
H 0.968 -2.946 2.803
H 0.432 -1.595 2.910
O 1.157 -2.173 3.364
H 0.365 1.822 5.318
O 0.064 2.434 5.968
H 2.591 -1.300 1.909
O 3.515 -1.518 2.021
H 2.502 -0.679 0.108
H 2.353 -2.105 -0.146
O 2.059 -1.276 -0.559
H -3.614 1.905 4.524
H -4.113 1.309 3.057
O -3.556 1.900 3.556
H 2.208 -0.483 4.683
H 3.273 0.069 5.508
O 2.489 -0.478 5.605
H 5.976 -0.994 0.114
H 5.543 -1.954 -1.096
O 6.207 -1.347 -0.766
H 2.160 -4.836 0.160
O 3.018 -5.232 0.033
H -1.563 -0.451 3.435
H -0.865 0.572 2.374
O -0.669 -0.022 3.110
H -0.714 2.874 1.301
H -0.271 3.502 2.694
O 0.026 2.874 1.924
H -0.306 -1.669 -5.508
H -1.958 -2.057 -5.538
O -1.001 -2.164 -5.979
H -4.802 0.565 1.679
H -6.263 1.010 1.753
O -5.575 0.545 2.254
H -0.481 -3.883 0.509
H -0.413 -2.480 1.011
O 0.127 -3.272 1.002
H -1.486 1.412 -0.647
H -0.151 2.237 -1.035
O -1.150 2.374 -0.829
H -5.524 -0.125 -3.154
O -4.619 -0.248 -2.928
H -3.417 -5.455 -1.068
H -3.877 -3.999 -0.812
O -4.153 -4.882 -0.789
H -0.999 -4.355 -4.307
O -0.460 -4.066 -3.589
H 2.340 2.177 -0.698
H 1.692 3.489 -1.196
O 1.549 2.549 -1.062
H -1.384 -5.250 -1.138
H -1.422 -3.656 -1.511
O -1.717 -4.372 -0.939
H -1.016 3.155 -4.777
H -1.000 2.853 -3.157
O -0.716 2.518 -4.035
H -3.126 -2.076 2.368
H -1.724 -1.471 1.857
O -2.151 -1.961 2.559
H -5.995 -1.934 -0.508
H -5.295 -2.199 0.845
O -5.201 -1.859 0.010
H 1.809 5.474 0.232
H 0.590 5.461 -0.284
O 1.532 5.181 -0.650
H 1.419 5.376 -2.639
H 1.608 4.536 -3.916
O 1.220 5.324 -3.546
H 3.867 3.202 -2.628
H 4.055 4.624 -2.701
O 3.346 4.000 -2.690
H -5.025 -4.521 1.136
H -3.665 -3.984 1.607
O -4.597 -3.995 1.797
H -0.383 -1.547 -0.953
H -1.392 -0.681 -1.403
O -1.320 -1.411 -0.726
H 0.903 1.775 0.764
O 0.937 0.816 0.894
H 2.002 0.619 3.871
H 1.402 1.468 2.898
O 1.695 1.504 3.800
H -4.106 0.283 -2.385
H 0.711 2.875 6.523
H 0.332 -3.621 -3.905
H 3.594 -2.149 2.714
H 3.091 -5.351 -0.916
H 1.205 0.377 0.079
O -3.573 3.241 -2.106
H -4.198 3.847 -2.396
H -2.708 3.246 -1.863
O 2.102 -0.039 -3.511
H 1.225 -0.562 -3.342
H 2.723 -0.762 -3.643
O 2.018 -4.541 -3.831
H 2.283 -3.898 -4.493
H 2.824 -4.888 -3.465
O -4.013 0.522 -0.143
H -4.308 -0.389 -0.672
H -3.797 1.286 -0.621
O 0.970 5.151 3.524
H 1.145 4.164 3.551
H 1.226 5.489 2.694
O 4.068 1.348 0.509
H 4.512 1.088 -0.349
H 3.851 0.593 1.069
O 3.743 2.167 -2.364
H 4.237 2.072 -1.599
H 3.447 1.249 -2.458
*
```

The total energy is -3057.2416 Eh. The calculation puts the LUMO energy (alpha / beta) at 1.59 / 1.50 eV. For the HOMO energy (alpha / beta), the calculation gives -1.0 / -8.0 eV. The frontier orbital gap (alpha / beta) is 2.54 / 9.54 eV.

[5]
Here is a cluster of 40 separate species, H80O40 in total from OMol25. Energies are from ωB97M-V with the def2-TZVPD basis set.

The geometry in ORCA input format:
```
! RIJCOSX wB97M-V def2-TZVPD def2/J DEFGRID3
* xyz 0 1
H -3.255 4.825 -1.683
H -4.203 3.626 -1.563
O -4.126 4.573 -1.376
H -2.167 -3.484 1.859
H -0.904 -2.700 1.152
O -1.325 -3.024 1.946
H -0.036 2.264 3.373
H -0.194 0.534 3.521
O -0.127 1.371 3.041
H -0.280 6.514 -0.544
H -1.304 5.339 -0.453
O -0.385 5.570 -0.699
H 1.336 -1.711 5.480
H 1.284 -2.730 4.146
O 0.837 -2.186 4.820
H 3.220 1.205 -6.130
O 3.369 0.238 -6.215
H -1.139 2.520 -1.877
O -1.484 1.923 -1.209
H 1.209 -0.483 -0.943
H 1.693 0.666 -0.095
O 1.714 0.336 -1.044
H 3.079 1.974 4.239
H 3.211 1.687 2.687
O 3.643 2.142 3.468
H 2.317 4.660 -1.474
H 3.202 4.580 -2.662
O 2.887 5.215 -2.007
H 0.221 2.506 6.086
H 0.760 3.337 5.045
O 1.107 2.657 5.654
H 3.093 3.432 -0.264
O 3.640 3.298 0.511
H -0.141 -3.970 -3.830
H 0.283 -5.199 -3.057
O -0.343 -4.467 -2.969
H -5.054 -0.879 0.068
H -4.168 -0.682 -1.303
O -4.219 -0.642 -0.332
H -3.948 0.567 2.164
H -4.590 1.946 1.512
O -4.752 1.115 2.065
H -1.149 -5.500 0.254
H -2.512 -6.065 -0.135
O -1.861 -6.056 0.587
H -1.114 -1.372 5.551
H -2.156 -1.461 4.528
O -2.014 -1.042 5.388
H -1.028 -0.087 -4.776
H 0.015 -1.218 -5.028
O -0.927 -1.031 -5.000
H -1.867 -1.813 -1.808
O -1.524 -2.655 -1.471
H -2.614 0.324 -2.632
H -3.450 -0.705 -3.670
O -3.023 -0.559 -2.828
H -2.783 2.447 0.143
O -3.665 2.072 0.082
H 0.130 -2.600 -2.021
H 1.505 -3.299 -2.641
O 1.094 -2.584 -2.146
H 1.230 1.270 1.813
H 2.584 0.373 2.240
O 2.135 1.005 1.484
H -2.361 -1.295 2.242
H -1.765 0.172 1.808
O -2.143 -0.386 2.497
H 3.584 -1.236 3.024
H 4.152 0.160 3.410
O 3.294 -0.370 3.360
H 0.709 -6.173 3.576
H 0.360 -4.808 3.162
O 1.157 -5.334 3.333
H -5.393 -0.837 3.191
H -6.133 -2.369 3.168
O -5.338 -1.792 3.162
H 0.044 4.905 -2.406
H 1.131 5.778 -3.049
O 0.728 4.911 -3.082
H -3.298 -3.808 -4.499
H -2.352 -2.862 -5.057
O -2.365 -3.785 -4.755
H -1.086 4.448 2.884
H -1.222 3.162 3.824
O -0.730 4.002 3.654
H 2.312 1.714 -2.815
H 2.045 2.803 -4.101
O 2.621 2.326 -3.494
H -3.412 1.888 4.103
O -2.464 1.933 4.355
H 1.057 3.380 -1.274
H 0.887 3.668 0.362
O 0.646 3.126 -0.401
H -1.773 -3.293 -2.145
H 3.677 0.090 -5.311
H -3.633 1.109 -0.085
H -0.660 1.628 -0.793
H 3.292 2.512 1.036
H -2.289 1.317 3.600
O -2.045 1.430 -5.115
H -2.210 0.894 -5.900
H -1.518 2.183 -5.396
O 2.762 -3.285 3.515
H 3.199 -3.483 2.670
H 3.014 -4.151 3.873
O 2.087 -2.842 -4.843
H 1.768 -1.927 -4.826
H 2.388 -2.718 -5.760
O 5.501 1.301 1.918
H 4.970 0.965 1.168
H 5.070 2.168 1.902
O 5.510 -2.523 2.425
H 5.929 -2.238 3.275
H 5.909 -2.034 1.694
O -2.491 -5.602 -2.055
H -1.954 -5.312 -2.808
H -3.093 -4.850 -1.993
O 4.007 -0.929 -3.243
H 3.615 -0.064 -3.067
H 3.341 -1.576 -2.943
*
```

The total energy is -3057.4615 Eh. The calculation puts the LUMO energy at -0.92 eV. For the HOMO energy, the calculation gives -10.2 eV. The frontier orbital gap is 9.30 eV.